No. 1
# C15H17N3O3S

A single C15H17N3O3S molecule in a non-equilibrium geometry (ωB97M-V/def2-TZVPD, the Open Molecules 2025 dataset).

Summary:
Electronic energy (Ha): -1369.621288
HOMO level (Eh): -0.33263
Orbital gap (Ha): 0.3171

Last column: Löwdin charge in e.
Cartesian coordinates (Å):
C: -1.445 -1.917 -4.942  -0.10
C: -0.004 -1.472 -4.666  -0.28
O: 0.147 -1.111 -3.261  -0.12
C: 0.317 -2.349 -2.399  -0.46
O: 0.387 -3.426 -2.849  0.13
C: 0.513 -2.136 -0.965  -0.17
C: 1.353 -0.924 -0.524  -0.12
C: 0.893 -0.327 0.836  0.03
N: -0.622 0.339 0.423  0.05
C: -1.062 1.200 1.148  -0.48
O: -2.077 1.833 0.756  0.02
C: -0.351 1.946 2.282  -0.26
C: -0.023 3.221 2.164  -0.04
C: 0.792 3.901 3.044  -0.05
C: 1.093 3.254 4.331  -0.59
S: 2.064 3.912 5.539  0.99
N: 1.791 2.238 6.305  -0.22
N: 1.341 1.383 5.429  -0.01
C: 0.712 1.984 4.367  -0.27
C: -0.043 1.342 3.269  0.00
C: -1.293 -0.634 -0.428  -0.25
C: -1.151 -1.974 -0.365  -0.07
H: -1.320 -1.795 -6.117  0.11
H: -1.750 -2.992 -4.441  0.13
H: -2.103 -1.206 -4.491  0.05
H: 0.825 -2.243 -5.013  0.15
H: 0.231 -0.391 -4.979  0.14
H: 0.889 -3.286 -0.435  0.22
H: 1.191 -0.207 -1.373  0.13
H: 2.413 -1.398 -0.279  0.16
H: 0.672 -1.012 1.516  0.07
H: 1.363 0.510 1.088  0.07
H: 0.038 3.790 1.067  0.19
H: 1.015 4.991 2.777  0.13
H: -0.275 0.364 3.421  0.12
H: -2.370 -0.269 -0.195  0.16
H: -1.256 -0.124 -1.430  0.16
H: -1.824 -2.543 -1.144  0.18
H: -1.074 -2.474 0.536  0.09



No. 2
# C17H29BrNO9S3

4 unconnected molecules or ions with the total composition C17H29BrNO9S3 in a non-equilibrium geometry (ωB97M-V/def2-TZVPD, the Open Molecules 2025 dataset).

Summary:
Electronic energy (Ha): -5165.709490
HOMO level (Eh): -0.15246
Net charge: -1
Orbital gap (Ha): 0.2146

Last column: Löwdin charge in e.
Cartesian coordinates (Å):
O: 6.625 -0.887 -1.554  -0.06
C: 5.917 0.054 -1.945  -0.73
O: 6.226 1.165 -2.404  -0.06
C: 4.398 -0.215 -1.820  -0.19
C: 3.662 -0.949 -2.929  -0.43
O: 4.083 -1.479 -3.928  0.09
N: 2.275 -0.812 -2.651  0.05
C: 2.099 0.185 -1.580  -0.26
C: 3.415 0.953 -1.719  -0.70
Br: 3.607 2.232 -0.322  0.77
H: 4.234 -0.790 -0.898  0.15
H: 1.734 -1.661 -2.600  0.11
H: 2.065 -0.278 -0.588  0.10
H: 1.219 0.805 -1.746  0.10
H: 3.375 1.453 -2.690  0.11
C: -3.877 0.739 1.122  -0.21
C: -3.723 0.218 -0.316  -0.21
C: -2.501 0.908 -0.929  -0.21
S: -1.393 1.254 0.440  0.67
O: -1.250 2.686 0.582  -0.33
O: -0.241 0.403 0.352  -0.31
C: -2.481 0.659 1.733  -0.22
H: -4.590 0.147 1.695  0.11
H: -4.227 1.775 1.115  0.11
H: -3.543 -0.855 -0.282  0.07
H: -4.615 0.408 -0.912  0.11
H: -1.968 0.268 -1.629  0.08
H: -2.748 1.857 -1.402  0.10
H: -2.335 1.267 2.622  0.10
H: -2.196 -0.374 1.933  0.11
C: -2.289 -4.931 -3.382  -0.22
C: -1.410 -5.552 -2.287  -0.21
C: -0.850 -4.401 -1.443  -0.21
S: -2.058 -3.073 -1.548  0.67
O: -1.473 -1.949 -2.232  -0.31
O: -2.702 -2.913 -0.266  -0.33
C: -3.173 -3.906 -2.677  -0.23
H: -2.887 -5.681 -3.897  0.11
H: -1.663 -4.432 -4.124  0.12
H: -2.016 -6.210 -1.661  0.12
H: -0.603 -6.150 -2.708  0.12
H: -0.722 -4.659 -0.395  0.11
H: 0.085 -4.016 -1.845  0.10
H: -3.615 -3.167 -3.340  0.11
H: -3.945 -4.386 -2.077  0.11
C: 0.156 4.459 3.422  -0.22
C: 0.920 4.511 4.755  -0.22
C: 1.477 3.106 5.021  -0.22
S: 1.713 2.357 3.396  0.65
O: 0.805 1.243 3.282  -0.32
O: 3.121 2.208 3.153  -0.34
C: 1.063 3.723 2.442  -0.24
H: -0.093 5.455 3.058  0.11
H: -0.777 3.905 3.549  0.11
H: 1.742 5.224 4.672  0.11
H: 0.282 4.840 5.576  0.11
H: 2.435 3.117 5.534  0.10
H: 0.771 2.482 5.565  0.10
H: 0.552 3.326 1.566  0.07
H: 1.911 4.335 2.136  0.11



No. 3
# C22H25N6OPd

A molecular structure, C22H25N6OPd in a non-equilibrium geometry (ωB97M-V/def2-TZVPD, the Open Molecules 2025 dataset).

Summary:
Electronic energy (Ha): -1384.745208
HOMO level (spin up / spin down) (Eh): -0.36833 / -0.38232
Net charge: +1
Orbital gap (spin up / spin down) (Ha): 0.1926 / 0.2194

Last column: Löwdin charge in e.
Cartesian coordinates (Å):
Pd: -0.751 0.001 -0.390  1.00
C: 3.414 1.072 -4.037  -0.07
C: 2.433 1.954 -3.605  -0.08
C: 1.274 1.485 -3.024  -0.05
C: 1.057 0.104 -2.887  -0.30
C: 2.049 -0.781 -3.348  -0.03
C: 3.216 -0.297 -3.902  -0.06
N: -0.110 -0.347 -2.309  -0.01
C: -0.781 -1.400 -2.872  -0.20
C: -0.633 -1.842 -4.193  -0.01
C: -1.341 -2.946 -4.638  -0.04
C: -2.186 -3.648 -3.783  -0.06
C: -2.399 -3.206 -2.485  0.01
C: -1.742 -2.059 -2.040  -0.19
N: -1.921 -1.480 -0.823  -0.08
N: -2.682 -1.952 0.110  0.10
C: -2.673 -1.303 1.270  -0.31
C: -3.443 -1.763 2.364  0.02
C: -3.434 -1.067 3.543  -0.04
C: -2.661 0.100 3.638  -0.04
C: -1.932 0.504 2.539  -0.13
N: -1.902 -0.159 1.384  0.02
H: 4.323 1.452 -4.475  0.11
H: 2.564 3.016 -3.746  0.11
H: 0.488 2.171 -2.740  0.11
H: 1.903 -1.845 -3.230  0.12
H: 3.971 -0.990 -4.242  0.11
H: 0.000 -1.291 -4.872  0.12
H: -1.224 -3.259 -5.663  0.12
H: -2.691 -4.536 -4.130  0.11
H: -3.063 -3.724 -1.810  0.11
H: -4.024 -2.661 2.227  0.12
H: -4.007 -1.412 4.390  0.12
H: -2.635 0.669 4.554  0.11
H: -1.345 1.414 2.580  0.11
C: 0.942 3.424 2.297  -0.05
N: 1.165 2.210 1.535  -0.11
C: 0.991 2.323 0.103  -0.06
C: 1.182 0.919 1.999  -0.52
O: 1.080 0.003 1.159  -0.06
N: 1.291 0.604 3.309  -0.12
C: 1.648 1.449 4.426  -0.05
C: 1.032 -0.774 3.684  -0.04
H: 0.362 4.117 1.688  0.09
H: 1.890 3.902 2.552  0.10
H: 0.379 3.233 3.205  0.08
H: 0.981 3.373 -0.182  0.10
H: 0.010 1.840 -0.232  0.05
H: 1.807 1.820 -0.426  0.10
H: 2.256 2.292 4.114  0.08
H: 2.233 0.853 5.127  0.10
H: 0.756 1.804 4.957  0.10
H: 0.623 -1.303 2.827  0.08
H: 0.312 -0.791 4.503  0.09
H: 1.949 -1.272 4.000  0.10



No. 4
# C3H4O3

A single C3H4O3 molecule (ωB97M-V/def2-TZVPD, the Open Molecules 2025 dataset).

Summary:
Electronic energy (Ha): -342.372879
HOMO level (Eh): -0.37562
Orbital gap (Ha): 0.4019

Last column: Löwdin charge in e.
Cartesian coordinates (Å):
O: -1.766 -1.695 0.883  0.07
C: -0.762 -1.226 0.406  -0.19
C: -0.745 0.126 -0.236  -0.16
O: 0.186 0.289 -1.320  0.04
C: 0.466 0.955 -0.130  -0.36
O: 1.553 0.494 0.585  0.04
H: 0.209 -1.757 0.424  0.14
H: -1.720 0.585 -0.386  0.15
H: 0.379 2.043 -0.161  0.16
H: 2.201 0.188 -0.064  0.12



No. 5
# C20H18N4

A single C20H18N4 molecule in a non-equilibrium geometry (ωB97M-V/def2-TZVPD, the Open Molecules 2025 dataset).

Summary:
Electronic energy (Ha): -991.927955
HOMO level (Eh): -0.29416
Orbital gap (Ha): 0.2972

Last column: Löwdin charge in e.
Cartesian coordinates (Å):
C: 1.796 2.110 -4.750  -0.06
C: 0.508 1.723 -4.081  -0.28
C: -0.688 1.823 -4.733  -0.03
C: -1.898 1.506 -4.119  -0.25
C: -3.173 1.522 -4.953  -0.05
C: -1.914 1.035 -2.796  0.00
C: -0.719 0.890 -2.077  -0.13
C: -0.667 0.361 -0.705  -0.14
C: -1.764 0.021 0.051  -0.05
N: -1.411 -0.577 1.268  0.14
C: -0.104 -0.605 1.223  -0.27
C: 0.818 -1.179 2.161  -0.15
C: 0.385 -1.758 3.388  -0.16
C: -0.139 -3.044 3.370  -0.08
N: -0.495 -3.643 4.482  0.06
C: -0.374 -3.072 5.684  -0.14
C: 0.142 -1.804 5.789  -0.03
C: 0.531 -1.089 4.623  -0.18
C: 1.149 0.268 4.727  -0.03
C: 2.125 -1.282 1.822  0.02
C: 2.578 -0.681 0.575  -0.10
N: 1.772 -0.078 -0.249  0.13
N: 0.410 -0.042 0.083  0.04
C: 0.476 1.240 -2.762  0.01
H: 1.685 2.564 -5.760  0.09
H: 2.396 2.809 -4.136  0.08
H: 2.425 1.214 -4.816  0.08
H: -0.722 2.162 -5.762  0.12
H: -4.001 1.250 -4.348  0.05
H: -3.121 0.809 -5.804  0.09
H: -3.366 2.544 -5.359  0.09
H: -2.863 0.809 -2.393  0.09
H: -2.806 0.172 -0.255  0.11
H: -0.187 -3.556 2.421  0.13
H: -0.752 -3.569 6.588  0.11
H: 0.176 -1.358 6.785  0.11
H: 0.673 0.821 5.512  0.07
H: 1.064 0.843 3.776  0.10
H: 2.176 0.146 5.004  0.08
H: 2.834 -1.780 2.490  0.13
H: 3.619 -0.762 0.331  0.10
H: 1.426 1.238 -2.295  0.08



No. 6
# C34H55BN10SbSi3Sr

A molecular structure, C34H55BN10SbSi3Sr in a non-equilibrium geometry (ωB97M-V/def2-TZVPD, the Open Molecules 2025 dataset).

Summary:
Electronic energy (Ha): -3040.271764
Multiplicity: 2
HOMO level (spin up / spin down) (Eh): -0.46584 / -0.46583
Net charge: +2
Orbital gap (spin up / spin down) (Ha): 0.2809 / 0.1841
Expectation value of S²: 0.7530

Last column: Löwdin spin population.
Cartesian coordinates (Å):
Sr: -0.160 0.376 1.356  0.02
C: -2.314 -1.977 -0.992  0.01
C: -1.373 -2.636 -0.042  0.00
C: -1.025 -3.982 0.046  0.00
C: -0.122 -4.035 1.086  0.00
N: 0.057 -2.799 1.576  0.00
N: -0.721 -1.920 0.872  0.00
B: 0.840 -2.462 2.913  0.00
N: -0.014 -1.551 3.866  0.00
C: -0.212 -1.775 5.175  0.00
C: -1.070 -0.821 5.672  0.00
C: -1.380 -0.021 4.573  0.00
C: -2.306 1.149 4.503  0.00
N: -0.732 -0.453 3.491  0.00
N: 2.173 -1.709 2.539  0.00
C: 3.464 -2.033 2.690  0.00
C: 4.250 -0.963 2.323  0.00
C: 3.339 0.019 1.943  0.00
C: 3.618 1.398 1.447  0.00
N: 2.090 -0.432 2.058  0.00
N: 1.054 -3.760 3.663  0.00
C: 2.106 -4.445 4.183  0.00
C: 1.626 -5.570 4.793  0.00
C: 0.227 -5.509 4.614  0.00
C: -0.813 -6.473 5.080  0.00
N: -0.108 -4.427 3.942  0.00
H: -3.198 -2.593 -1.156  0.00
H: -1.848 -1.818 -1.968  0.01
H: -2.656 -1.015 -0.606  0.00
H: -1.398 -4.805 -0.538  0.00
H: 0.376 -4.878 1.527  0.00
H: 0.250 -2.614 5.665  0.00
H: -1.438 -0.736 6.678  0.00
H: -3.274 0.897 4.935  0.00
H: -2.487 1.462 3.471  0.00
H: -1.923 2.006 5.061  0.00
H: 3.771 -3.004 3.037  0.00
H: 5.323 -0.902 2.346  0.00
H: 4.417 1.861 2.025  0.00
H: 2.737 2.038 1.533  0.00
H: 3.932 1.394 0.403  0.00
H: 3.123 -4.096 4.145  0.00
H: 2.196 -6.321 5.310  0.00
H: -0.365 -7.276 5.662  0.00
H: -1.338 -6.918 4.235  0.00
H: -1.553 -5.973 5.703  0.00
N: -0.063 2.773 2.491  0.00
C: -1.130 3.703 2.180  0.00
C: -1.332 4.823 2.936  0.00
C: -2.365 5.737 2.645  0.00
C: -3.189 5.512 1.584  0.00
C: -3.013 4.362 0.779  0.00
C: -3.856 4.096 -0.323  0.00
C: -3.667 2.968 -1.064  0.00
C: -2.624 2.102 -0.692  0.01
N: -1.806 2.305 0.315  0.00
C: -1.982 3.438 1.070  0.00
H: -0.176 2.445 3.450  0.00
H: 0.820 3.278 2.491  0.00
H: -0.680 5.009 3.781  0.00
H: -2.495 6.610 3.268  0.00
H: -3.987 6.201 1.345  0.00
H: -4.651 4.792 -0.560  0.00
H: -4.298 2.725 -1.905  0.00
H: -2.469 1.188 -1.260  0.02
C: -2.721 1.550 -4.846  0.00
Si: -1.449 0.206 -5.027  0.05
C: -0.381 0.408 -6.535  0.03
C: -2.185 -1.494 -4.915  0.00
Sb: 0.232 0.520 -3.060  0.65
Si: 1.095 2.978 -3.082  0.05
C: 1.638 3.266 -4.836  0.03
C: 2.502 3.023 -1.870  0.00
C: -0.294 4.097 -2.569  0.00
Si: 2.076 -1.333 -2.994  0.05
C: 1.200 -2.956 -2.879  0.00
C: 2.952 -1.064 -4.612  0.04
C: 3.123 -0.960 -1.511  0.00
H: -3.282 1.639 -5.779  0.00
H: -2.280 2.523 -4.638  0.00
H: -3.433 1.312 -4.055  0.00
H: -1.030 0.328 -7.412  0.00
H: 0.373 -0.374 -6.615  0.00
H: 0.118 1.373 -6.582  0.00
H: -2.712 -1.703 -5.849  0.00
H: -2.907 -1.577 -4.104  0.00
H: -1.431 -2.270 -4.791  0.00
H: 2.298 2.490 -5.221  0.00
H: 2.191 4.210 -4.856  0.01
H: 0.789 3.371 -5.511  0.00
H: 3.327 2.375 -2.167  0.00
H: 2.173 2.723 -0.874  0.00
H: 2.889 4.042 -1.796  0.00
H: -1.192 3.979 -3.173  0.00
H: 0.051 5.128 -2.693  0.00
H: -0.561 3.957 -1.522  0.00
H: 0.421 -3.076 -3.630  0.00
H: 0.759 -3.107 -1.894  0.00
H: 1.936 -3.749 -3.044  0.00
H: 2.345 -1.374 -5.461  0.00
H: 3.852 -1.686 -4.607  0.01
H: 3.271 -0.034 -4.765  0.00
H: 2.539 -0.946 -0.590  0.00
H: 3.651 -0.012 -1.610  0.00
H: 3.874 -1.746 -1.398  0.00